{
  "formula": "C42H48BBrF4N8NaO4P2",
  "method": "the ωB97M-V functional and the def2-TZVPD basis",
  "orbital_gap_ev": [8.64, 5.75],
  "energy_ha": -6211.8493,
  "charge": 0,
  "e_above_lowest_kcal_mol": 25.2,
  "spin_multiplicity": 2,
  "e_lumo_ha": [0.0065, -0.0999],
  "e_homo_ev": [-8.467, -8.466],
  "species": ["H", "H", "N", "C", "H", "O", "H", "H", "C", "O", "H", "C", "N", "N", "H", "H", "C", "H", "H", "H", "F", "H", "C", "Br", "C", "C", "H", "H", "H", "H", "H", "C", "N", "H", "C", "H", "C", "H", "C", "C", "B", "O", "H", "C", "H", "C", "C", "H", "C", "F", "C", "N", "H", "H", "N", "C", "N", "C", "C", "C", "H", "H", "H", "C", "C", "C", "H", "C", "C", "H", "P", "C", "F", "H", "H", "H", "H", "H", "C", "F", "C", "C", "C", "H", "H", "C", "H", "H", "H", "C", "C", "H", "H", "H", "C", "H", "C", "H", "C", "C", "H", "H", "C", "C", "C", "Na", "C", "N", "P", "O", "H"],
  "xyz": [[4.9191, 2.0313, -3.3639], [3.5749, 0.9995, -3.8719], [0.9511, -2.9379, -0.9732], [3.1970, 4.9059, -2.7957], [3.4170, 5.9301, -2.4910], [1.5619, 0.4472, -2.1071], [2.4039, 4.9249, -3.5425], [6.1185, -0.1843, -0.6269], [-0.0575, 3.0992, 3.2414], [3.8922, 0.8865, -1.1386], [3.0470, 4.4296, 2.9705], [-2.0693, -3.5799, 1.9541], [1.9062, -4.7002, 0.6311], [2.4384, -5.3881, -0.4120], [4.8179, -1.7062, -3.0665], [0.2837, 4.6466, 6.2347], [1.4685, 4.6168, -1.0048], [-0.3517, -5.0137, 2.1755], [3.1616, -1.2064, -2.6479], [4.0905, 4.4791, -3.2506], [-2.5891, 4.7006, 3.0397], [1.6134, 5.6273, -0.6175], [2.9846, -6.4053, 1.5207], [-1.2153, 1.8617, -1.1716], [-1.4928, -1.1438, -2.9359], [-0.3738, 3.5474, 4.5216], [4.2828, -1.7228, -1.3747], [3.3046, -7.4674, -1.7308], [5.3000, -1.2777, 2.0233], [-2.9393, -0.4474, 1.5914], [3.8010, -8.3889, -0.3058], [-4.8454, 1.3549, 3.8690], [-0.0282, -3.1884, 1.1954], [-4.1293, 2.5844, 2.2737], [6.0958, 0.2842, -1.6106], [2.4710, 5.2332, 5.2406], [-1.9340, 3.4213, 1.1561], [1.9696, -4.8526, 2.7504], [3.7913, -7.3993, -0.7600], [-2.9516, 5.5034, -0.4295], [1.3609, -3.2899, 0.4937], [1.8964, 1.6529, 0.0958], [0.5515, -2.9169, -4.1970], [-3.1784, 0.1779, 5.1304], [-2.9093, -0.4998, 5.9300], [2.0859, 4.1890, 3.4072], [-2.5117, 1.6043, 3.2970], [-1.3379, 3.3167, 4.9567], [-2.9957, 5.5999, 0.9477], [-2.3996, 4.3106, -2.3508], [-3.1341, -1.3784, 1.0610], [2.3630, -2.3047, 1.0945], [4.0101, 0.6572, 3.6606], [6.4401, 1.3141, -1.5122], [-0.0744, -2.0679, -1.1280], [2.7682, 4.0794, -1.5934], [-0.7741, -2.0957, 0.9255], [-2.1879, 0.7254, 4.3324], [-1.9266, 3.3360, -0.2392], [1.7652, 4.6346, 4.6800], [4.8277, -7.0984, -0.9223], [-1.0733, -0.1868, -3.2496], [-5.8820, 1.6023, 3.6811], [-2.4925, 4.5632, 1.7147], [1.1865, 3.4070, 2.6955], [4.2014, -1.1925, -2.3262], [-2.9058, -4.0462, 2.4430], [-0.7693, -4.0797, 1.8416], [-0.4068, -2.0158, -2.4204], [4.8185, 3.7160, -1.0008], [2.3834, 1.4067, -1.3040], [-2.4194, 4.3686, -1.0194], [-3.5248, 6.6798, 1.5218], [3.3372, 1.4521, 2.2266], [-5.2873, 0.0606, 5.5211], [1.1285, 3.9712, -0.1936], [3.6321, 3.3626, 0.2620], [-1.1505, 0.4632, 4.5111], [-3.8511, 1.9100, 3.0743], [-3.4289, 6.4908, -1.1819], [3.1638, -0.6536, 2.2035], [-4.5128, 0.4896, 4.8994], [0.5379, 4.3030, 5.2406], [-3.2117, -1.1474, -0.0017], [6.7778, -0.2515, -2.2724], [3.7008, -2.4871, 1.1220], [2.2552, 0.8115, 3.4593], [0.6979, 4.6427, -1.7770], [2.1718, -4.0276, -2.2739], [3.1947, 0.6391, 2.9368], [1.3324, -3.3627, -2.1820], [3.3943, -7.1145, 2.2172], [5.2436, 0.5096, -4.2094], [-4.0870, -1.7752, 1.4055], [0.4943, -2.8057, -3.1287], [4.1531, -3.3447, 0.6498], [3.8790, 4.0416, -0.5519], [1.4547, 3.0132, 1.7207], [-2.0461, -2.3575, 1.3091], [3.0786, -6.4175, 0.1125], [4.0183, 5.0448, -0.1446], [-2.2523, -0.9600, -2.1787], [4.6807, 0.2455, -2.1641], [2.2489, -5.2857, 1.8037], [4.5923, 0.9981, -3.4830], [0.7501, -0.0880, 0.1699], [4.2576, -1.4504, 1.8202], [2.0204, -1.1740, 1.7784], [-1.1574, 2.1004, 2.1735], [2.4926, 2.7698, -2.1341], [-1.9627, -1.6063, -3.8019]]
}

***

{
  "formula": "C42H49GeN13NiO",
  "method": "the ωB97M-V functional and the def2-TZVPD basis",
  "orbital_gap_ev": [7.70, 7.36],
  "energy_ha": -6001.7582,
  "charge": 2,
  "e_above_lowest_kcal_mol": 8.6,
  "spin_multiplicity": 3,
  "e_lumo_ha": [-0.1650, -0.1767],
  "e_homo_ev": [-12.188, -12.168],
  "species": ["H", "C", "C", "H", "H", "C", "C", "H", "C", "C", "C", "H", "H", "C", "H", "H", "C", "H", "C", "C", "H", "H", "H", "N", "C", "C", "C", "C", "C", "C", "H", "H", "N", "H", "H", "H", "C", "H", "H", "H", "H", "N", "H", "C", "C", "H", "H", "H", "H", "H", "Ni", "C", "C", "H", "C", "H", "C", "H", "H", "H", "C", "H", "H", "H", "C", "H", "H", "O", "C", "C", "C", "H", "H", "N", "C", "N", "H", "C", "H", "C", "N", "H", "N", "N", "H", "H", "N", "C", "N", "C", "C", "N", "C", "H", "H", "C", "H", "C", "C", "N", "H", "C", "C", "N", "C", "H", "Ge"],
  "xyz": [[3.0440, 3.2886, -2.7225], [-3.6912, -1.2270, 1.6382], [5.8747, -1.5697, 1.6143], [1.7130, 3.5908, 0.7562], [7.8256, -0.9828, 2.2852], [4.5473, -1.1957, 1.4709], [-1.4948, 0.4404, -2.4490], [0.7429, 7.2602, -1.7073], [0.4488, -1.4581, 2.9210], [-2.5821, -0.4773, 1.4408], [-1.7397, -3.3682, -0.5707], [5.1387, 2.1973, -1.2286], [6.1955, -2.5524, 1.2952], [0.1682, 3.9415, -1.3321], [0.3998, 2.9976, -1.8123], [3.5466, -0.3437, -3.0812], [-0.4942, -1.8558, 3.8509], [1.7868, -0.0878, -3.1304], [-0.5088, -1.3995, -3.0723], [2.6713, -0.0505, -2.5013], [-1.2620, 1.1618, 5.1723], [-4.1645, -4.1007, -0.0372], [-0.7489, -2.9037, 3.9477], [2.3535, -4.0192, -0.7197], [3.1742, 2.2738, -3.0847], [6.7918, -0.6865, 2.1699], [-4.4816, -3.4509, 0.7777], [-2.2857, -2.3087, 0.3168], [-1.9542, 0.1742, -3.7427], [-7.5167, -1.8477, -0.2130], [2.2622, 2.1337, 2.3465], [-9.3376, -0.8561, -0.8152], [3.3357, 2.7713, -0.3082], [4.7542, 3.9301, -1.3872], [2.4626, 2.0918, -3.8897], [-8.2947, -0.0283, -2.9203], [0.7975, -0.1146, 2.7729], [-4.5628, -4.0277, 1.6980], [-2.3556, 2.3415, -1.8438], [-0.7303, 7.3233, 0.2794], [2.9299, -7.0799, 0.0282], [1.8706, -5.1455, 1.2994], [-4.5554, -1.9020, -1.9625], [2.7744, 3.7613, 0.6091], [-1.7093, 1.5136, -1.5517], [3.8462, -1.8926, 1.0321], [4.1848, 2.1434, -3.4711], [-5.9679, -0.5449, -3.4629], [-1.4255, -1.5120, -5.0842], [-0.6135, 2.4980, 1.3395], [-0.0606, -0.2343, -0.1573], [-0.4669, 6.3755, -0.1705], [0.1591, 0.8140, 3.6108], [-0.7673, -3.0591, -0.9378], [-1.1914, 2.7011, 0.4305], [-1.6421, -4.3191, -0.0439], [-5.5855, -1.6832, -1.7091], [4.7457, 1.9341, 2.7727], [-2.3526, 0.4987, 1.8299], [3.2066, -6.1770, -1.4238], [4.1279, 0.0704, 1.8731], [3.3030, 3.7528, 1.5632], [0.9126, -2.1965, 2.2870], [0.4102, 1.8668, 3.5496], [-6.3817, -0.9240, -2.5376], [2.8940, 4.7428, 0.1481], [5.2918, 3.2710, 0.1669], [1.8519, 1.0228, -0.0012], [-1.1198, -0.9198, 4.6630], [0.6697, 5.1210, -1.8678], [-6.1916, -2.1443, -0.5398], [7.0902, 1.2620, 3.0212], [-1.6317, 5.2382, 1.2186], [-3.4927, -2.3845, 0.9189], [2.6902, 1.6962, -0.7738], [-7.8003, -2.4237, 1.0087], [1.9533, -5.9737, 1.8643], [6.3814, 0.5740, 2.5809], [1.5853, -4.2993, 1.7609], [4.7091, 3.0615, -0.7297], [-0.6158, -0.5395, -2.0493], [1.2902, 5.0888, -2.7555], [-1.0853, 1.5259, -0.4169], [-1.7112, -1.1561, 0.6161], [-2.3820, -3.5242, -1.4398], [-2.6447, 0.7718, -4.3161], [2.8762, -6.2116, -0.4741], [5.0548, 0.9494, 2.4333], [2.8841, 1.3087, -2.0205], [-0.6560, 3.9681, -0.2106], [1.7981, -2.9206, -0.3176], [-5.7669, -2.8968, 0.5170], [2.3565, -5.1034, 0.0489], [0.1350, -2.2667, -3.0137], [-2.2242, 2.8643, 0.7564], [-0.7902, 0.4215, 4.5406], [-4.5971, -1.0516, 2.1915], [-1.3200, -1.0020, -4.1409], [-8.3100, -1.0776, -1.0662], [1.3556, -1.8741, -0.0654], [-1.8553, -1.2367, 5.3901], [0.3600, 6.3409, -1.2852], [-7.7218, -0.6262, -2.2252], [-6.7697, -3.0282, 1.4306], [-0.9749, 5.1980, 0.3569], [2.5475, -0.7269, -1.6607], [2.3053, 0.6957, 1.8399]]
}